The following is a quantum chemistry calculation of a 2-piece molecular cluster, C5H11NOS overall in a non-equilibrium geometry, from OMol25.

Each line ends with the Löwdin charge.
CARTESIAN COORDINATES (ANGSTROEM)
C  2.109  0.193  1.378  -0.12
C  1.813  -0.974  0.470  -0.10
C  1.259  0.372  0.134  -0.27
C  1.023  1.436  -0.761  -0.13
C  -2.771  -1.119  -0.738  -0.18
N  -2.002  -0.755  0.468  -0.39
O  -1.558  1.633  -0.550  -0.61
S  -1.508  0.930  0.786  0.92
H  1.634  0.113  2.308  0.07
H  3.037  0.786  1.452  0.12
H  2.681  -1.286  -0.117  0.11
H  1.045  -1.646  0.730  0.07
H  1.688  1.440  -1.742  0.14
H  1.274  2.347  -0.193  0.10
H  -0.020  1.361  -1.047  0.00
H  -2.274  -0.767  -1.696  0.07
H  -2.600  -2.278  -0.718  0.11
H  -3.734  -0.565  -0.638  0.08
H  -1.095  -1.221  0.473  0.01

Calculated values
- calculated total energy (a.u.) = -725.08992
- HOMO energy (spin up / spin down) (eV) = -7.65 / -8.18
- maximum force (eV/A) = 3.75

---

The following is a quantum chemistry calculation of a 2-piece molecular cluster, C49H64N3 overall in a non-equilibrium geometry, from OMol25.

Each line ends with the Löwdin charge.
CARTESIAN COORDINATES (ANGSTROEM)
C  -5.654  -4.605  -1.400  0.00
N  -4.265  -5.079  -1.343  -0.14
C  -4.090  -6.512  -1.103  -0.01
C  -3.282  -4.211  -1.563  -0.02
C  -1.879  -4.414  -1.421  -0.05
C  -1.285  -5.043  -0.340  0.01
C  -0.012  -5.717  -0.348  -0.22
C  0.397  -6.554  0.731  -0.02
C  1.672  -7.110  0.778  -0.06
C  2.560  -6.921  -0.297  -0.04
C  2.115  -6.244  -1.443  -0.05
C  0.836  -5.691  -1.486  -0.01
H  -6.320  -5.431  -1.143  0.10
H  -5.799  -3.779  -0.684  0.11
H  -5.898  -4.242  -2.413  0.12
H  -5.035  -6.998  -1.371  0.10
H  -3.278  -6.941  -1.710  0.12
H  -3.908  -6.723  -0.039  0.11
H  -3.614  -3.263  -2.006  0.15
H  -1.267  -3.988  -2.219  0.11
H  -1.901  -5.249  0.543  0.13
H  -0.311  -6.770  1.535  0.12
H  1.998  -7.694  1.648  0.12
H  3.570  -7.322  -0.248  0.11
H  2.785  -6.150  -2.302  0.12
H  0.465  -5.252  -2.408  0.11
C  1.519  2.383  3.642  -0.05
C  1.408  0.937  4.089  -0.53
C  2.767  0.263  3.857  -0.04
C  1.104  0.917  5.592  -0.05
C  0.291  0.108  3.388  -0.08
C  0.248  -1.228  3.796  -0.04
C  -0.762  -2.073  3.370  -0.06
C  -1.786  -1.573  2.578  -0.06
C  -1.820  -0.248  2.119  -0.05
C  -3.202  0.164  1.471  -0.50
C  -3.238  1.237  0.392  -0.06
C  -4.081  0.652  2.626  -0.04
C  -3.867  -1.071  0.833  -0.09
C  -0.673  0.557  2.445  -0.06
N  -0.350  1.687  1.639  0.02
C  0.668  1.674  0.683  -0.24
C  1.651  0.710  0.542  -0.07
C  2.845  0.932  -0.230  -0.23
C  3.446  2.213  -0.337  -0.04
C  4.434  2.453  -1.276  -0.08
C  4.950  1.406  -2.042  -0.10
C  4.495  0.103  -1.818  -0.10
C  3.473  -0.140  -0.909  -0.06
N  0.328  2.660  -0.225  0.05
C  0.847  2.872  -1.539  -0.07
C  0.754  1.848  -2.536  -0.05
C  -0.139  0.550  -2.567  -0.50
C  0.498  -0.491  -3.506  -0.07
C  -1.502  0.946  -3.145  -0.04
C  -0.347  -0.196  -1.267  -0.06
C  1.353  2.106  -3.777  -0.04
C  1.872  3.344  -4.111  -0.05
C  1.804  4.371  -3.189  -0.05
C  1.386  4.148  -1.869  -0.08
C  1.588  5.415  -0.976  -0.52
C  3.023  5.935  -1.188  -0.05
C  1.404  5.264  0.527  -0.06
C  0.602  6.484  -1.462  -0.04
C  -0.746  3.383  0.282  -0.07
C  -1.117  2.821  1.443  -0.08
H  0.586  2.933  3.786  0.09
H  2.304  2.878  4.228  0.10
H  1.827  2.447  2.595  0.07
H  2.786  -0.762  4.238  0.07
H  3.007  0.237  2.788  0.08
H  3.559  0.820  4.376  0.09
H  1.072  -0.105  5.982  0.08
H  1.866  1.468  6.155  0.09
H  0.131  1.380  5.787  0.09
H  0.997  -1.610  4.488  0.11
H  -0.777  -3.119  3.681  0.10
H  -2.597  -2.264  2.354  0.09
H  -2.487  1.091  -0.390  0.06
H  -4.216  1.185  -0.111  0.09
H  -3.192  2.251  0.796  0.07
H  -4.233  -0.145  3.363  0.09
H  -3.609  1.500  3.137  0.09
H  -5.060  0.974  2.255  0.09
H  -4.238  -1.770  1.591  0.07
H  -4.740  -0.777  0.236  0.08
H  -3.171  -1.596  0.164  0.07
H  1.455  -0.264  0.996  0.12
H  3.146  2.989  0.368  0.10
H  4.822  3.456  -1.413  0.09
H  5.713  1.613  -2.788  0.10
H  4.943  -0.719  -2.357  0.09
H  3.124  -1.157  -0.718  0.11
H  1.567  -0.605  -3.280  0.09
H  0.021  -1.471  -3.374  0.07
H  0.364  -0.220  -4.561  0.08
H  -1.980  1.734  -2.550  0.08
H  -1.380  1.326  -4.168  0.09
H  -2.179  0.079  -3.183  0.08
H  -0.757  0.434  -0.480  0.05
H  -1.052  -1.032  -1.404  0.08
H  0.593  -0.647  -0.930  0.08
H  1.357  1.355  -4.563  0.10
H  2.316  3.500  -5.096  0.11
H  2.094  5.372  -3.512  0.11
H  3.216  6.220  -2.227  0.08
H  3.210  6.824  -0.570  0.09
H  3.754  5.166  -0.910  0.07
H  0.352  5.285  0.826  0.07
H  1.893  4.372  0.922  0.07
H  1.865  6.129  1.022  0.09
H  -0.427  6.115  -1.389  0.08
H  0.678  7.393  -0.851  0.10
H  0.785  6.760  -2.505  0.08
H  -1.155  4.235  -0.235  0.13
H  -1.880  3.123  2.140  0.13

Calculated values
- calculated total energy (a.u.) = -2069.46034
- HOMO energy (eV) = -7.74
- net charge = +1
- maximum force (eV/A) = 2.10

---

The following is a quantum chemistry calculation of a single C3H4NP molecule in a non-equilibrium geometry, from OMol25.

Each line ends with the Löwdin charge.
CARTESIAN COORDINATES (ANGSTROEM)
C  -0.914  -0.192  0.160  -0.36
C  -0.742  1.089  -0.088  -0.09
C  1.305  -1.051  0.112  -0.64
N  -0.068  -1.209  0.231  -0.04
P  2.006  0.407  0.257  0.89
H  -1.925  -0.316  0.456  0.09
H  -1.642  1.582  -0.349  0.04
H  2.028  -1.903  0.110  0.05
H  -0.048  1.593  -0.889  0.07

Calculated values
- calculated total energy (a.u.) = -512.63994
- HOMO energy (spin up / spin down) (eV) = -8.28 / -8.49
- maximum force (eV/A) = 5.95

---

The following is a quantum chemistry calculation of C9H30F2Hf2O16P3 as an isolated structure in a non-equilibrium geometry, from OMol25.

Each line ends with the Löwdin charge.
CARTESIAN COORDINATES (ANGSTROEM)
Hf  -0.727  -2.301  -2.066  2.05
Hf  2.413  -0.723  -0.930  2.04
O  1.824  -2.244  0.915  -0.40
P  0.797  -3.474  1.038  0.54
O  -0.457  -3.385  0.132  -0.38
F  0.275  -3.738  2.519  -0.08
F  1.492  -4.867  0.519  -0.12
P  -0.219  0.371  -1.005  0.40
O  -1.416  -0.573  -0.761  -0.42
O  0.236  -1.003  -0.544  -0.58
O  0.975  0.733  -0.078  -0.36
O  0.456  -0.329  -2.177  -0.36
P  2.188  -2.725  -3.214  0.03
O  0.759  -2.498  -3.730  -0.41
O  2.765  -4.055  -3.573  -0.26
O  1.589  -2.649  -1.811  -0.51
O  3.088  -1.512  -2.908  -0.39
C  0.126  1.707  3.261  -0.03
C  1.038  2.792  2.815  -0.51
C  2.080  3.227  3.860  -0.03
O  1.855  2.355  1.795  -0.09
H  -0.592  1.434  2.487  0.07
H  -0.422  1.999  4.156  0.10
H  0.733  0.813  3.402  0.10
H  0.581  3.712  2.451  0.14
H  3.018  2.684  3.969  0.08
H  1.592  3.211  4.835  0.08
H  2.385  4.194  3.459  0.08
H  1.299  1.830  1.215  0.02
C  -4.689  1.538  1.970  -0.09
C  -3.672  0.550  1.508  -0.35
O  -3.155  0.858  0.243  -0.10
H  -5.237  1.259  2.870  0.08
H  -5.492  1.800  1.281  0.08
H  -4.198  2.490  2.168  0.08
H  -4.083  -0.459  1.542  0.10
H  -2.859  0.564  2.234  0.10
H  -2.449  0.333  -0.140  -0.05
C  4.460  -0.073  2.034  -0.07
O  3.294  0.160  1.211  -0.22
H  5.131  -0.803  1.581  0.09
H  5.133  0.774  2.167  0.09
H  4.178  -0.374  3.043  0.10
H  2.944  0.959  1.610  0.04
C  2.270  2.533  -2.437  -0.10
O  2.455  1.144  -2.595  -0.22
H  1.201  2.744  -2.465  0.08
H  2.733  2.894  -1.519  0.10
H  2.705  3.016  -3.312  0.10
H  2.408  1.049  -3.549  0.11
C  -3.538  -2.404  -0.576  -0.06
O  -2.720  -3.315  -1.399  -0.21
H  -2.971  -2.024  0.274  0.08
H  -3.869  -1.610  -1.245  0.09
H  -4.352  -3.007  -0.176  0.11
H  -2.847  -4.193  -1.032  0.12
C  -1.920  -0.214  -4.549  -0.08
O  -2.183  -0.763  -3.277  -0.20
H  -2.210  0.833  -4.465  0.11
H  -0.867  -0.338  -4.805  0.09
H  -2.489  -0.734  -5.320  0.10
H  -2.840  -0.170  -2.904  0.11

Calculated values
- calculated total energy (a.u.) = -2884.49846
- HOMO energy (eV) = -11.51
- net charge = +1
- maximum force (eV/A) = 16.58

---

The following is a quantum chemistry calculation of C35H44Cl2N2OP2Pt as an isolated structure in a non-equilibrium geometry, from OMol25.

Each line ends with the Löwdin charge.
CARTESIAN COORDINATES (ANGSTROEM)
Pt  -0.898  0.831  0.025  0.88
C  -2.409  -2.397  1.609  -0.11
C  -1.517  -2.795  0.432  -0.53
C  -1.045  -4.246  0.572  -0.10
P  -0.218  -1.516  0.074  1.01
C  1.338  -1.936  1.002  -0.49
C  1.076  -2.226  2.485  -0.12
C  2.216  -3.020  0.382  -0.09
C  0.172  -1.802  -1.684  -0.31
C  -0.203  -2.887  -2.476  -0.07
C  0.135  -2.948  -3.821  -0.28
C  -0.287  -4.110  -4.679  -0.06
C  0.867  -1.889  -4.362  -0.04
C  1.230  -0.794  -3.601  -0.01
C  0.889  -0.730  -2.246  -0.35
N  1.116  0.347  -1.414  -0.05
C  2.316  0.554  -0.835  -0.36
C  3.535  -0.033  -1.252  -0.02
C  4.704  0.181  -0.557  -0.05
C  4.768  0.984  0.587  -0.29
C  6.065  1.232  1.307  -0.07
C  3.579  1.552  1.018  -0.07
C  2.374  1.351  0.351  -0.30
P  0.792  1.977  0.918  0.92
C  0.613  3.690  0.262  -0.52
C  1.751  4.591  0.749  -0.10
C  0.557  3.700  -1.264  -0.11
C  0.870  2.197  2.740  -0.52
C  -0.234  3.121  3.253  -0.10
C  0.839  0.846  3.440  -0.12
H  -3.271  -3.066  1.664  0.08
H  -2.772  -1.372  1.510  0.05
H  -1.874  -2.473  2.556  0.07
H  -2.141  -2.747  -0.467  0.08
H  -0.600  -4.423  1.548  0.07
H  -0.318  -4.535  -0.183  0.06
H  -1.903  -4.917  0.486  0.08
H  1.893  -0.995  0.945  0.07
H  0.813  -3.269  2.644  0.07
H  0.287  -1.606  2.906  0.04
H  1.984  -2.033  3.060  0.08
H  1.783  -4.012  0.512  0.07
H  3.191  -3.016  0.873  0.09
H  2.381  -2.852  -0.682  0.07
H  -0.772  -3.705  -2.051  0.10
H  -0.612  -4.953  -4.068  0.07
H  0.532  -4.453  -5.312  0.08
H  -1.116  -3.841  -5.338  0.08
H  1.148  -1.924  -5.409  0.11
H  1.774  0.030  -4.044  0.12
H  3.541  -0.670  -2.128  0.10
H  5.613  -0.295  -0.911  0.11
H  6.801  0.465  1.062  0.07
H  5.929  1.221  2.390  0.07
H  6.502  2.197  1.042  0.08
H  3.599  2.160  1.918  0.11
H  -0.342  4.044  0.655  0.09
H  1.806  4.661  1.836  0.06
H  1.607  5.601  0.362  0.08
H  2.713  4.229  0.378  0.08
H  1.511  3.381  -1.689  0.08
H  0.353  4.717  -1.606  0.08
H  -0.219  3.041  -1.650  0.05
H  1.845  2.659  2.927  0.09
H  -1.216  2.810  2.890  0.06
H  -0.081  4.156  2.951  0.07
H  -0.246  3.091  4.345  0.08
H  -0.092  0.324  3.213  0.06
H  0.901  0.989  4.521  0.09
H  1.673  0.215  3.130  0.06
Cl  -4.013  4.365  1.808  0.71
C  -4.408  2.976  0.856  -0.58
C  -5.753  2.687  0.599  -0.12
C  -6.108  1.618  -0.174  -0.61
Cl  -7.787  1.298  -0.484  0.68
C  -5.119  0.774  -0.730  -0.17
C  -5.384  -0.319  -1.583  -0.01
C  -4.347  -1.028  -2.110  -0.03
C  -3.030  -0.695  -1.757  -0.12
N  -2.745  0.282  -0.925  -0.03
C  -3.768  1.056  -0.432  -0.13
C  -3.379  2.189  0.358  -0.40
O  -2.127  2.458  0.540  -0.25
H  -6.514  3.333  1.015  0.11
H  -6.409  -0.563  -1.826  0.09
H  -4.516  -1.851  -2.790  0.11
H  -2.188  -1.238  -2.165  0.09

Calculated values
- calculated total energy (a.u.) = -3267.33781
- HOMO energy (eV) = -6.43
- maximum force (eV/A) = 1.49

---

Please write out number 1 again, unchanged.
The following is a quantum chemistry calculation of a 2-piece molecular cluster, C5H11NOS overall in a non-equilibrium geometry, from OMol25.

Each line ends with the Löwdin charge.
CARTESIAN COORDINATES (ANGSTROEM)
C  2.109  0.193  1.378  -0.12
C  1.813  -0.974  0.470  -0.10
C  1.259  0.372  0.134  -0.27
C  1.023  1.436  -0.761  -0.13
C  -2.771  -1.119  -0.738  -0.18
N  -2.002  -0.755  0.468  -0.39
O  -1.558  1.633  -0.550  -0.61
S  -1.508  0.930  0.786  0.92
H  1.634  0.113  2.308  0.07
H  3.037  0.786  1.452  0.12
H  2.681  -1.286  -0.117  0.11
H  1.045  -1.646  0.730  0.07
H  1.688  1.440  -1.742  0.14
H  1.274  2.347  -0.193  0.10
H  -0.020  1.361  -1.047  0.00
H  -2.274  -0.767  -1.696  0.07
H  -2.600  -2.278  -0.718  0.11
H  -3.734  -0.565  -0.638  0.08
H  -1.095  -1.221  0.473  0.01

Calculated values
- calculated total energy (a.u.) = -725.08992
- HOMO energy (spin up / spin down) (eV) = -7.65 / -8.18
- maximum force (eV/A) = 3.75